Model A:
Computed, not measured: a single C7H11NO molecule, with the ωB97M-V functional and the def2-TZVPD basis.

Last column: Löwdin charge in e.
CARTESIAN COORDINATES (ANGSTROEM)
C 0.4240 -1.0306 -0.8230  -0.324
C -0.4857 1.5495 0.2236  -0.092
C -1.7753 0.8975 -0.3074  -0.185
C -0.5589 -0.6367 -1.6499  -0.092
C 0.3298 0.5098 0.9432  -0.356
C 1.3547 -2.1253 -1.2849  -0.055
C 0.6479 0.7811 2.3794  -0.039
N 0.7038 -0.5968 0.4527  0.125
O -1.5719 0.2610 -1.5389  -0.074
H 0.0672 1.9326 -0.6374  0.135
H -0.7255 2.3784 0.8881  0.113
H -2.1570 0.1830 0.4337  0.136
H -2.5463 1.6479 -0.5029  0.125
H -0.6409 -1.1219 -2.6158  0.128
H 2.1343 -1.7179 -1.9286  0.075
H 0.8187 -2.8923 -1.8379  0.071
H 1.8285 -2.5724 -0.4158  0.071
H -0.2741 0.7902 2.9632  0.083
H 1.1227 1.7567 2.4957  0.079
H 1.3039 0.0060 2.7629  0.076

Output
* Kohn-Sham gap: 8.9 eV
* HOMO: -7.989 eV
* structure (SMILES): CC1=COCCC(C)=N1
* charge: 0

---

Model B:
Computed, not measured: 4 unconnected molecules or ions with the total composition C7H11NO, with the ωB97M-V functional and the def2-TZVPD basis.

Last column: Löwdin charge in e.
CARTESIAN COORDINATES (ANGSTROEM)
C -0.2613 1.9585 0.9678  -0.063
C -0.0971 0.5990 0.5729  -0.524
C 0.9371 -0.4764 0.9493  -0.085
C 0.0632 -1.5352 0.0974  -0.100
C -1.2000 -0.5333 0.3633  -0.334
C 0.4000 -1.0100 -1.2366  -0.325
C 0.3720 0.4449 -1.0178  -0.231
H -1.5405 2.3148 1.6803  0.191
H -0.0248 3.0107 -0.5987  0.197
H 1.0072 1.9814 1.6762  0.172
H 0.7591 -0.5532 2.0397  0.118
H 1.9973 -0.3637 0.7095  0.111
H -0.2056 -2.6747 0.1570  0.170
H -1.7018 -0.9156 1.4342  0.191
H -1.8663 -0.6925 -1.3047  0.072
H 0.3490 -1.5974 -2.0989  0.137
H 2.1941 -0.4344 -0.9640  0.078
H -0.4021 1.0528 -1.4358  0.107
N 1.4406 -0.1929 -1.4920  0.090
O -2.2201 -0.3831 -0.4992  0.029

Output
* Kohn-Sham gap: 8.8 eV
* HOMO: -8.976 eV
* charge: 0

---

model A wins, 250.7 kcal/mol ahead of the next structure.